[1]
This record from OMol25 describes the molecule CH2BrF2P. The level of theory is ωB97M-V/def2-TZVPD.

Structure (XYZ):
```
7
Properties=species:S:1:pos:R:3:forces:R:3
C -0.57815 0.43656 -0.87511 0.2021 2.6934 -2.2524
F -1.68184 0.82481 -1.59545 0.0846 0.2362 -0.3175
F 0.47339 0.34764 -1.76745 -0.4620 0.4387 0.8605
P -0.42942 1.63564 0.57254 2.2022 -1.0897 -0.6020
Br -1.92918 0.47585 1.58962 -1.2700 -0.3564 1.2029
H -0.81790 -0.49011 -0.54366 -0.1820 -3.0611 1.1084
H 0.66231 0.72455 0.99519 -0.5749 1.1389 0.0000
```
Positions in Å, forces in eV/Å.

The SMILES is FC(F)PBr. The HOMO energy is -10.4 eV. The energy above the lowest of the compared OMol25 structures with the same formula, charge and spin comes out at 9.2 kJ/mol. For the largest force on an atom, the calculation gives 3.52 eV Å⁻¹. The total charge is 0.

Atom charges from the Löwdin analysis, given in e for atoms 1 to 6: -0.7171 -0.0503 -0.0103 0.5160 0.2953 0.0256

[2]
This record from OMol25 describes a cluster of 2 separate species, C3H5ClO in total. The level of theory is ωB97M-V/def2-TZVPD.

Structure (XYZ):
```
10
Properties=species:S:1:pos:R:3:forces:R:3
C -1.09831 -1.05044 0.58123 -1.9394 -0.7670 -1.4212
C -0.85289 0.02910 -0.15300 3.1273 -1.4716 1.0443
C 0.61373 0.50651 -0.39331 -1.4849 0.0212 -4.1775
O 0.94712 1.28500 0.63249 -4.0227 -0.3141 1.0133
Cl 1.78620 -0.87851 -0.58589 -0.1829 0.1687 0.1360
H -2.11201 -1.57324 0.60909 1.2180 1.3996 0.4579
H -0.30693 -1.65679 0.92394 0.8745 -0.6208 0.2906
H -1.56919 0.71693 -0.37386 -2.0024 1.6388 -1.1904
H 0.78837 1.14381 -1.75698 -0.7974 -1.6496 4.0670
H 1.80389 1.47763 0.51629 5.2100 1.5949 -0.2199
```
Positions in Å, forces in eV/Å.

The HOMO energy is -10.1 eV. The energy above the lowest of the compared OMol25 structures with the same formula, charge and spin comes out at 260.3 kJ/mol. For the largest force on an atom, the calculation gives 5.45 eV Å⁻¹. The total charge is 0.

Atom charges from the Löwdin analysis, given in e for atoms 1 to 6: -0.0033 -0.1679 -0.7763 -0.0070 0.5585 0.0918

[3]
This record from OMol25 describes a cluster of 2 separate species, CH5BO3S in total. The level of theory is ωB97M-V/def2-TZVPD.

Structure (XYZ):
```
11
Properties=species:S:1:pos:R:3:forces:R:3
B -1.19891 -0.43822 -0.77251 1.7130 0.5665 0.6828
C 2.30838 0.99976 -0.18026 -2.1122 -1.0874 -0.4315
O -0.90058 -0.16188 0.56243 -2.0936 -0.7837 2.0563
O -2.27132 -0.98361 -1.34501 -1.1662 -0.3809 0.1282
O -0.21079 -0.11949 -1.57410 -0.5153 -0.3590 -2.8126
S 1.99518 0.69312 1.38521 1.0404 0.0798 0.3778
H 3.31910 1.19133 -0.31646 2.1284 0.9157 -0.0268
H 0.62528 0.11504 -1.24399 2.0303 1.0006 0.9867
H -1.52604 -0.42898 1.29386 0.9187 0.4161 -1.4500
H -2.88944 -1.12460 -0.64329 -1.2077 -0.4397 0.2545
H 0.76721 0.22769 1.21287 -0.7359 0.0720 0.2347
```
Positions in Å, forces in eV/Å.

The HOMO energy is -8.9 eV. The energy above the lowest of the compared OMol25 structures with the same formula, charge and spin comes out at 187.2 kJ/mol. For the largest force on an atom, the calculation gives 3.04 eV Å⁻¹. The total charge is 0.

Atom charges from the Löwdin analysis, given in e for atoms 1 to 6: -0.9479 -0.3914 0.0880 0.2422 0.2261 0.8097

[4]
This record from OMol25 describes the molecule C6H9N. The level of theory is ωB97M-V/def2-TZVPD.

Structure (XYZ):
```
16
Properties=species:S:1:pos:R:3:forces:R:3
C -1.49272 -0.58997 -0.70204 -0.1694 -0.0648 0.0795
C -0.76129 0.19253 0.35409 -0.1649 0.0166 -0.2045
C -0.67413 1.71456 0.39450 0.2293 0.0562 -0.0057
C 0.66488 1.68015 0.34385 0.0307 0.0418 0.0707
C 0.70474 0.16059 0.39678 0.2069 -0.0782 -0.2906
C 1.51264 -0.85024 -0.36968 0.1146 0.0260 0.1035
N -0.08888 -0.24752 1.59887 -0.0763 -0.2333 0.0366
H -1.57007 -1.65858 -0.47628 -0.0843 0.2003 0.0543
H -2.48767 -0.17326 -0.86558 -0.0512 -0.2425 0.0464
H -0.93657 -0.49744 -1.64800 -0.2156 0.0200 0.1862
H -1.40837 2.48796 0.62144 0.2081 -0.1885 -0.2462
H 1.44582 2.42860 0.38230 -0.0388 0.0488 0.1409
H 1.00891 -1.82859 -0.37372 0.0891 0.2801 0.0607
H 1.65787 -0.56101 -1.41857 -0.0481 0.0932 0.2339
H 2.49546 -0.99178 0.08186 0.0701 -0.0206 -0.0677
H -0.07063 -1.26599 1.68019 -0.1002 0.0448 -0.1980
```
Positions in Å, forces in eV/Å.

The SMILES is C[C@@]12C=C[C@]1(C)N2. The HOMO energy is -8.5 eV. The energy above the lowest of the compared OMol25 structures with the same formula, charge and spin comes out at 331.3 kJ/mol. For the largest force on an atom, the calculation gives 0.37 eV Å⁻¹. The total charge is 0.

Atom charges from the Löwdin analysis, given in e for atoms 1 to 6: -0.0214 -0.4436 0.0133 0.0142 -0.4332 -0.0277

[5]
This record from OMol25 describes the ion C2H6O3PS with charge -1. The level of theory is ωB97M-V/def2-TZVPD.

Structure (XYZ):
```
13
Properties=species:S:1:pos:R:3:forces:R:3
C 1.75101 0.77105 0.05411 -2.4441 0.6426 -0.3315
C 0.71581 0.04951 0.85231 -2.6587 -0.2718 -1.0873
O -1.37230 1.89753 0.18853 0.0567 -1.1368 0.2390
O -0.63386 0.16064 -1.41044 -0.0137 0.7149 -0.3925
O -1.97923 -0.59470 0.49724 0.4666 1.1577 0.7536
P -1.90604 -2.17288 -0.00884 0.9075 1.2353 -0.6275
S -0.77828 0.57856 -0.02865 0.0902 -2.1053 0.7670
H 2.62235 0.27923 0.19112 3.2623 -0.9361 0.2008
H 1.41872 0.78131 -0.94700 0.4358 -0.4449 -1.5393
H 1.67434 1.78526 0.31649 1.1531 1.7882 0.5256
H 0.66396 0.55449 1.78293 -0.4809 0.2852 1.3902
H -1.68583 -1.77547 -1.33875 -0.8676 -0.5679 -0.7987
H -0.49066 -2.31452 -0.14903 0.0926 -0.3612 0.9007
```
Positions in Å, forces in eV/Å.

The SMILES is CC=[S@@](=O)([O-])OP. The HOMO energy is -3.1 eV. The energy above the lowest of the compared OMol25 structures with the same formula, charge and spin comes out at 510.6 kJ/mol. For the largest force on an atom, the calculation gives 3.40 eV Å⁻¹. The total charge is -1.

Atom charges from the Löwdin analysis, given in e for atoms 1 to 6: -0.2591 -0.3520 -0.3664 -0.4270 -0.7295 0.7086

[6]
This record from OMol25 describes a structure of composition C33H46N5O2Pd. The level of theory is ωB97M-V/def2-TZVPD.

Structure (XYZ):
```
87
Properties=species:S:1:pos:R:3:forces:R:3
Pd 10.75662 10.37718 9.60961 -0.2997 0.7642 -1.4069
C 7.94335 10.09688 4.96088 0.1803 -0.0179 -0.0558
C 7.79752 10.72950 6.35110 -0.0047 0.3313 -0.6625
C 6.66901 11.78188 6.28859 0.0414 -0.0883 0.1929
C 7.51669 9.73584 7.43238 -0.3239 -0.4105 0.7814
C 6.82986 8.55041 7.16138 0.1098 0.0057 0.3202
C 6.51038 7.65581 8.18791 0.3133 0.3147 0.0034
C 6.83622 7.97443 9.50627 -0.0070 -0.1322 -0.3870
C 7.52117 9.14564 9.82335 -0.1249 0.4832 -0.4677
C 7.69922 9.45410 11.29436 -0.7324 -0.4527 0.2352
C 6.44443 10.19150 11.78779 -0.0661 0.1310 -0.0300
C 8.91508 10.22161 11.74198 1.3381 -0.4194 0.2287
C 7.87789 10.02607 8.77814 0.0013 -0.5641 -0.4280
N 8.79224 11.06346 9.00105 -0.6769 1.1323 0.2856
C 8.42973 12.37269 9.22572 -1.8287 -1.0485 0.0684
O 7.27072 12.84275 9.32867 2.1585 -0.8855 -0.2196
C 9.64513 13.20634 9.35163 1.2562 1.1856 0.0812
C 9.64054 14.62551 9.44915 0.5637 -1.4413 -0.2620
C 10.88151 15.27666 9.51139 -0.2095 -0.4038 0.0469
C 12.07021 14.54335 9.46373 -0.5650 -1.2614 -0.2417
C 11.98138 13.13218 9.34304 -1.1968 1.0913 0.3274
N 10.79282 12.48600 9.32025 0.2117 2.7974 0.5402
C 13.15608 12.23832 9.24839 1.9245 -0.9122 0.0255
O 14.32646 12.66408 9.40777 -2.2961 -0.7747 -0.2559
N 12.77486 10.93947 8.98187 -0.0435 1.1823 0.2159
C 13.75534 9.96079 8.83221 0.2363 -0.6634 -0.2483
C 13.80398 8.92838 9.80368 0.9972 0.1588 -0.9726
C 14.80002 7.95511 9.68944 -0.3849 0.0528 -0.1800
C 15.67940 7.96844 8.60511 -0.0324 -0.0823 0.0615
C 15.57846 8.94588 7.62233 -0.3883 -0.0876 0.3206
C 14.60157 9.94195 7.69805 0.0385 -0.2630 0.7024
C 14.53523 11.01459 6.64888 0.1687 0.4835 -0.3081
C 14.50847 10.44893 5.22499 -0.1403 -0.3140 -0.2057
C 15.74621 11.96191 6.80054 -0.1538 0.0567 -0.0475
C 12.88300 8.97267 10.96740 -1.3333 -0.0520 0.1631
C 13.29520 10.01934 11.98879 0.1843 0.2057 0.2964
C 12.61663 7.61808 11.62054 0.4250 0.1201 0.3091
H 8.40191 10.78813 4.26088 0.0098 0.2794 -0.0255
H 6.98420 9.82049 4.52783 -0.1365 -0.0600 0.0600
H 8.57245 9.20472 4.94679 0.0551 -0.1473 0.1721
H 8.73354 11.24563 6.59610 -0.0885 -0.0439 0.0095
H 5.73188 11.30352 5.99546 0.0001 -0.0658 0.0592
H 6.88918 12.53633 5.53986 0.1252 0.1246 -0.1496
H 6.51862 12.28299 7.24581 0.0275 -0.1086 -0.0673
H 6.54362 8.33616 6.13515 -0.0030 -0.0827 0.1817
H 6.02619 6.71850 7.95117 -0.1460 0.0102 0.0589
H 6.55691 7.31098 10.32010 -0.0135 -0.0337 -0.1275
H 7.69717 8.45777 11.76787 0.2123 0.3436 0.1088
H 6.33282 11.12372 11.23842 -0.0219 0.1229 -0.1427
H 6.51090 10.45281 12.84604 0.0493 -0.1855 0.0162
H 5.54905 9.59549 11.61993 -0.0322 -0.0192 0.0505
H 8.84365 11.30482 11.62567 -0.0028 -0.2240 -0.0496
H 9.84566 9.82660 11.22707 -0.6623 0.2093 0.4612
H 9.17196 9.99695 12.78714 -0.3704 0.1766 -0.0950
H 8.68456 15.14386 9.43998 0.2401 -0.1122 0.0762
H 10.91382 16.35729 9.59927 0.0217 -0.0948 -0.0206
H 13.05257 14.99911 9.50233 -0.1113 -0.0563 -0.0177
H 14.86616 7.18096 10.45315 0.1444 0.1299 -0.2369
H 16.44992 7.20949 8.53236 -0.0025 0.0504 0.0268
H 16.26867 8.95458 6.79080 0.0835 -0.0719 -0.0321
H 13.59844 11.56967 6.80577 0.3253 -0.0200 -0.0615
H 15.43242 9.92700 4.95636 -0.0235 0.0754 0.1477
H 14.36875 11.22923 4.47502 0.0214 0.1204 0.1496
H 13.68871 9.73249 5.07964 0.0059 0.0429 0.1012
H 16.67269 11.43671 6.58601 0.1305 -0.2567 -0.0080
H 15.81192 12.37787 7.80040 -0.0561 -0.0708 0.0511
H 15.70640 12.79122 6.09869 -0.2076 0.0887 -0.1539
H 11.84434 9.27005 10.59240 1.1225 -0.4713 0.4919
H 14.18973 9.66513 12.50319 0.0861 0.0801 0.0315
H 12.52142 10.17166 12.74433 -0.0379 -0.0666 -0.0136
H 13.52637 10.99173 11.53937 -0.0242 -0.2910 -0.0012
H 13.49965 7.30532 12.18215 -0.0729 -0.0553 0.0951
H 12.39657 6.81344 10.92313 -0.0526 0.0064 -0.2914
H 11.78817 7.69137 12.31852 -0.0812 0.0341 0.1595
N 11.72841 6.16892 6.34974 0.4211 -0.6055 -0.1819
C 10.62006 7.18498 6.26961 -0.0427 0.0759 -0.3814
C 10.87745 8.31631 7.23195 -0.5169 0.5202 0.8060
N 10.41897 8.09822 8.62075 0.3426 -0.0049 -0.2566
H 11.61102 5.46647 5.60749 0.0952 0.0989 0.2675
H 11.71710 5.66703 7.25108 0.1417 0.2729 -0.3188
H 12.66392 6.59716 6.21590 -0.4852 -0.1083 0.2369
H 9.68465 6.64468 6.45167 0.1250 0.2284 0.0485
H 10.61843 7.55102 5.24102 0.0223 -0.0702 0.0527
H 10.36328 9.21001 6.84748 0.0017 -0.2814 0.1561
H 11.93747 8.59132 7.26102 0.0722 -0.0827 -0.0505
H 10.88726 7.33722 9.11189 0.0895 0.2478 -0.1587
H 9.41690 7.93225 8.67348 -0.1212 0.1299 -0.0611
```
Positions in Å, forces in eV/Å.

The HOMO energy (spin up / spin down) is -10.3 / -10.5 eV. For the largest force on an atom, the calculation gives 2.86 eV Å⁻¹. As for the expectation value of S²: 2.0103. As for the multiplicity: 3. The total charge is +1.

Atom charges from the Löwdin analysis, given in e for atoms 1 to 6: 0.9666 -0.0780 -0.3713 -0.0343 -0.1551 -0.0355